Here is one molecule with the formula C5H6OS at a distorted geometry from the Open Molecules 2025 dataset. Energies are from the ωB97M-V functional and the def2-TZVPD basis.

Geometry as XYZ:
```
13
C5H6OS the ωB97M-V functional and the def2-TZVPD basis
S -0.05 3.33 0.57
C -0.74 1.93 -0.15
C -0.18 0.68 0.02
C 0.38 -0.04 0.99
C 0.75 -1.51 0.64
O 0.37 -1.67 -0.68
C -0.47 -0.45 -0.98
H -1.36 2.12 -1.05
H 1.00 0.53 1.86
H 0.29 -2.40 1.14
H 1.98 -1.42 0.67
H -0.47 -0.32 -2.09
H -1.50 -0.79 -0.94
```

M = 114.2 g mol⁻¹
Spin multiplicity = 1
Relative energy (zero: lowest compared OMol25 entry of this formula, charge and spin) = 3.479 eV
LUMO = -0.053 Ha
SMILES string = S=CC1=CCOC1
Calculated total energy = -667.41027 Ha

Here is one molecule with the formula C5H6OS from the Open Molecules 2025 dataset. Energies are from the ωB97M-V functional and the def2-TZVPD basis.

Geometry as XYZ:
```
13
C5H6OS the ωB97M-V functional and the def2-TZVPD basis
O -0.02 -0.05 -2.39
C -0.07 -0.12 -1.19
C -1.16 -0.86 -0.48
C -1.44 -0.76 0.82
C -0.64 0.03 1.81
C 0.84 0.08 1.44
S 1.13 0.77 -0.22
H -1.78 -1.42 -1.17
H -2.31 -1.26 1.22
H -1.05 1.05 1.87
H -0.75 -0.40 2.79
H 1.42 0.74 2.12
H 1.28 -0.90 1.50
```

M = 114.2 g mol⁻¹
Spin multiplicity = 1
Relative energy (zero: lowest compared OMol25 entry of this formula, charge and spin) = 0.000 eV
LUMO = 0.014 Ha
SMILES string = O=C1C=CCCS1
Calculated total energy = -667.53813 Ha

Here is one molecule with the formula C5H6OS2 at a distorted geometry from the Open Molecules 2025 dataset. Energies are from the ωB97M-V functional and the def2-TZVPD basis.

Geometry as XYZ:
```
14
C5H6OS2 the ωB97M-V functional and the def2-TZVPD basis
O -2.12 0.01 -0.07
C -0.74 0.18 -0.20
C -0.05 0.03 1.10
C 1.34 -0.14 0.67
S 1.58 -1.40 -0.38
C 0.03 -0.65 -1.11
C 0.09 0.93 -1.18
S 1.55 1.45 -0.18
H -2.36 -0.81 0.19
H -0.24 0.92 1.55
H -0.57 -0.64 1.90
H 2.02 -0.35 1.47
H -0.59 -1.39 -1.78
H 0.07 1.86 -1.97
```

M = 146.2 g mol⁻¹
Spin multiplicity = 1
Relative energy (zero: lowest compared OMol25 entry of this formula, charge and spin) = 3.481 eV
LUMO = 0.022 Ha
SMILES string = O[C@@]12C[C@H]3S[C@@H]1[C@@H]2S3
Calculated total energy = -1065.60081 Ha

Here is one molecule with the formula C5H6OS2 at a distorted geometry from the Open Molecules 2025 dataset. Energies are from the ωB97M-V functional and the def2-TZVPD basis.

Geometry as XYZ:
```
14
C5H6OS2 the ωB97M-V functional and the def2-TZVPD basis
O -3.24 -0.81 -1.10
C -2.37 -0.09 -0.53
S -2.22 1.66 -0.25
C -1.05 -0.68 -0.10
C 0.23 0.09 -0.41
C 1.27 -0.23 0.51
C 2.52 0.25 0.34
S 3.41 0.51 -1.05
H -1.03 1.32 0.50
H -1.13 -0.61 0.97
H -0.71 -1.89 -0.33
H 0.22 0.78 -1.37
H 1.02 -0.86 1.52
H 3.06 0.57 1.30
```

M = 146.2 g mol⁻¹
Spin multiplicity = 1
Relative energy (zero: lowest compared OMol25 entry of this formula, charge and spin) = 3.665 eV
LUMO = -0.053 Ha
SMILES string = O=C(S)C/C=C/C=S
Calculated total energy = -1065.59406 Ha

Here is C5H6OS2 as an isolated structure at a distorted geometry from the Open Molecules 2025 dataset. Energies are from the ωB97M-V functional and the def2-TZVPD basis.

Geometry as XYZ:
```
14
C5H6OS2 the ωB97M-V functional and the def2-TZVPD basis
C 2.46 0.32 -1.54
C 0.76 -0.01 0.67
C -1.63 0.45 0.16
C 0.26 -0.74 1.73
C -0.81 -1.09 2.58
H 1.53 0.04 -2.17
H 3.52 -0.06 -1.89
H 2.26 1.48 -1.40
H 1.10 0.92 0.80
H -1.86 0.47 1.42
H -1.87 -1.69 3.21
O -0.38 0.16 -0.44
S 2.19 -0.77 -0.04
S -2.68 1.02 -1.10
```

M = 146.2 g mol⁻¹
Spin multiplicity = 1
Relative energy (zero: lowest compared OMol25 entry of this formula, charge and spin) = 8.155 eV
LUMO = -0.014 Ha
Calculated total energy = -1065.42904 Ha

Here is an isolated ion of composition C5H6PS and charge -1 at a distorted geometry from the Open Molecules 2025 dataset. Energies are from the ωB97M-V functional and the def2-TZVPD basis.

Geometry as XYZ:
```
13
C5H6PS the ωB97M-V functional and the def2-TZVPD basis
C 0.83 1.03 0.30
C 0.93 2.17 0.99
C -1.36 0.60 1.12
C -0.36 0.19 0.36
C -0.36 -1.05 -0.51
P -0.46 2.74 2.03
S -1.18 4.25 0.98
H 1.66 0.68 -0.32
H 1.82 2.79 0.94
H -2.31 0.13 1.32
H -0.94 -1.85 -0.06
H 0.65 -1.40 -0.69
H -0.80 -0.82 -1.48
```

M = 129.1 g mol⁻¹
Spin multiplicity = 1
Relative energy (zero: lowest compared OMol25 entry of this formula, charge and spin) = 0.857 eV
LUMO = 0.141 Ha
Calculated total energy = -933.64006 Ha
Total charge = -1

Look up the LUMO of the fifth one. -0.014 Ha